Computed, not measured: a molecular structure, C17H12IrN3OS5 in a non-equilibrium geometry, with ωB97M-V/def2-TZVPD.

## Properties
Frontier orbital gap: 0.224 hartree
LUMO energy: 4.44 eV
Highest occupied orbital energy: -1.66 eV
E_tot: -2989.90213 a.u.

ORCA input file:
```
! RIJCOSX wB97M-V def2-TZVPD def2/J DEFGRID3
* xyz -2 1
Ir -0.14369 1.45932 0.80725
O -1.81894 0.37168 1.72617
C -2.54375 -0.64662 1.53596
C -3.50827 -0.97725 2.53173
C -4.35089 -2.04526 2.41111
C -4.26583 -2.88386 1.30032
C -3.33589 -2.60999 0.32300
C -2.48366 -1.50601 0.38739
C -1.58374 -1.22418 -0.70194
N -0.88099 -0.12214 -0.90507
C -0.20898 -0.28040 -2.07509
C -0.51105 -1.48939 -2.61852
N -1.38531 -2.08444 -1.74799
H -3.54945 -0.31642 3.38543
H -5.08955 -2.24265 3.17905
H -4.92922 -3.73330 1.19638
H -3.29079 -3.27197 -0.53624
H 0.43991 0.48513 -2.44788
H -0.20659 -1.97082 -3.52666
H -1.76225 -3.01175 -1.84537
S -1.68068 4.52844 4.15047
C -1.11742 3.57510 2.89546
S -1.96050 3.48799 1.43108
S 0.35370 2.69420 3.02222
S -0.24459 3.52544 -3.34743
C 0.10050 3.02936 -1.87353
N 0.42476 2.67650 -0.80089
S 1.66624 -0.48018 0.99338
C 3.02066 0.04022 0.03306
C 3.48111 -0.74972 -1.02380
C 4.60844 -0.38914 -1.73304
C 5.30851 0.76195 -1.40434
C 4.85673 1.55301 -0.35718
C 3.73118 1.19946 0.35609
H 2.93418 -1.64526 -1.27950
H 4.95395 -1.00898 -2.55429
H 6.19484 1.03957 -1.96288
H 5.40198 2.45155 -0.09762
H 3.37537 1.81082 1.17372
*
```

---

Computed, not measured: a molecular structure, C20H28Cl45N4O4S2 in a non-equilibrium geometry, with ωB97M-V/def2-TZVPD.

## Properties
Frontier orbital gap: 0.293 hartree
LUMO energy: 1.42 eV
Highest occupied orbital energy: -6.54 eV
E_tot: -22803.86939 a.u.

ORCA input file:
```
! RIJCOSX wB97M-V def2-TZVPD def2/J DEFGRID3
* xyz -1 1
N 3.67088 -0.25287 0.24471
C 4.06195 -0.38053 -0.97693
N 5.29427 -1.04684 -1.22279
N 3.39479 0.14940 -2.10766
C 1.93585 -0.17671 -2.26851
C 1.06207 1.07188 -2.47978
C -0.06278 1.32101 -1.44560
C -0.16948 0.33723 -0.28388
S -1.10656 -1.15870 -0.69161
O -1.34125 -1.13512 -2.12713
O -2.29025 -1.06798 0.15048
N -0.21119 -2.39165 -0.21160
S 0.17574 -3.50549 -1.28106
O -0.95194 -4.28478 -1.74956
O 1.12942 -3.07520 -2.29054
H 2.78412 0.25002 0.27115
H 5.24180 -2.02630 -0.96938
H 5.62384 -0.93799 -2.17416
H 3.86580 -0.19355 -2.93773
H 1.61296 -0.80628 -1.44051
H 1.86932 -0.80807 -3.16007
H 0.60297 1.02594 -3.47420
H 1.73161 1.94129 -2.51082
H -1.03620 1.35170 -1.95053
H 0.06687 2.32463 -1.01289
H 0.78170 0.03465 0.15232
H -0.77630 0.79376 0.50502
H 0.86491 -4.32958 -0.47499
C -4.48447 0.70345 0.94066
Cl -3.50758 1.75924 1.96196
Cl -6.09032 0.48432 1.64743
Cl -4.59310 1.34122 -0.70789
H -3.98881 -0.25966 0.88910
C 6.12732 0.45612 2.70764
Cl 7.02318 -1.06059 2.62107
Cl 5.03508 0.47796 4.09068
Cl 7.22681 1.83756 2.75996
H 5.52376 0.53239 1.81022
C 6.12588 3.92532 -0.54576
Cl 5.24510 2.48842 -0.04193
Cl 7.87333 3.68777 -0.44886
Cl 5.65266 4.40915 -2.17511
H 5.86130 4.72847 0.13061
C 1.36138 -1.94082 3.21001
Cl 0.07071 -2.88024 3.94880
Cl 1.11219 -0.21431 3.48596
Cl 2.95045 -2.41336 3.81320
H 1.32992 -2.13067 2.14178
C -9.52519 1.18906 -1.38512
Cl -10.43433 0.10846 -0.31841
Cl -10.13879 2.84384 -1.25428
Cl -7.80563 1.12066 -1.03385
H -9.68170 0.86001 -2.40443
C 6.17281 8.21723 -4.15845
Cl 6.26019 8.06961 -2.39879
Cl 5.41156 6.79341 -4.86597
Cl 5.33447 9.68242 -4.66125
H 7.18951 8.28050 -4.52383
C -0.87424 -7.26548 1.11690
Cl -0.25576 -8.47472 2.25320
Cl -0.38494 -5.64491 1.58151
Cl -0.35736 -7.63723 -0.52719
H -1.95584 -7.31039 1.14542
C -3.38127 -11.49709 3.10636
Cl -2.58971 -10.77217 4.50618
Cl -5.13727 -11.46588 3.29296
Cl -2.88644 -10.69950 1.61840
H -3.07289 -12.53290 3.04875
C -2.70257 -0.84103 -5.11538
Cl -2.91938 0.90112 -4.90311
Cl -4.19738 -1.58128 -5.70536
Cl -1.36698 -1.16531 -6.22066
H -2.45439 -1.26710 -4.14913
C -13.46651 -1.65273 2.09127
Cl -14.04450 -3.18195 2.75173
Cl -11.71574 -1.66738 1.89614
Cl -14.26078 -1.29787 0.55385
H -13.71974 -0.86514 2.78896
C 2.30945 10.55572 -0.93449
Cl 3.86902 9.81019 -1.27221
Cl 2.18672 12.14813 -1.68955
Cl 1.00248 9.49933 -1.46901
H 2.21659 10.68611 0.13630
C -12.42006 -6.50740 -0.06139
Cl -13.74198 -7.52080 0.53095
Cl -12.85237 -4.80271 0.02467
Cl -10.93561 -6.82817 0.83251
H -12.24726 -6.76211 -1.09902
C -0.87974 6.70222 0.70634
Cl -1.96008 6.52387 2.08944
Cl 0.74021 7.16716 1.22806
Cl -0.83201 5.22777 -0.25411
H -1.26688 7.49817 0.08241
C 8.21330 5.08977 4.78781
Cl 6.82488 5.96605 4.13743
Cl 7.69645 3.82965 5.90302
Cl 9.19778 4.42655 3.48225
H 8.82323 5.79411 5.33831
C 9.82724 -3.72229 1.00996
Cl 10.46964 -2.69576 2.29324
Cl 8.30381 -3.09382 0.39709
Cl 11.01009 -3.90911 -0.29094
H 9.64196 -4.70240 1.43003
*
```

---

Computed, not measured: 2 unconnected molecules or ions with the total composition C12H17N in a non-equilibrium geometry, with ωB97M-V/def2-TZVPD.

## Properties
Frontier orbital gap: 0.321 hartree
LUMO energy: 0.91 eV
ΔE to the lowest compared entry with this formula, charge and spin: 17.32 kcal/mol
Highest occupied orbital energy: -7.83 eV
E_tot: -522.19267 a.u.

ORCA input file:
```
! RIJCOSX wB97M-V def2-TZVPD def2/J DEFGRID3
* xyz 0 1
C -3.17579 -1.67682 -0.54219
C -2.20993 -0.60458 -1.00109
C -2.52691 0.72437 -1.00233
N -1.42025 1.46880 -1.33255
C -0.36398 0.61277 -1.53942
C 0.97036 0.87491 -1.82399
C 1.83699 -0.19258 -2.05275
C 1.31946 -1.48738 -2.10288
C -0.00033 -1.74871 -1.81011
C -0.85161 -0.70021 -1.43177
H -3.39881 -2.39084 -1.33142
H -4.10734 -1.19690 -0.25410
H -2.73138 -2.08861 0.35889
H -3.44836 1.10764 -0.59822
H -1.43874 2.41218 -1.68297
H 1.46955 1.79089 -1.52425
H 2.85876 0.11209 -2.22927
H 1.94283 -2.34025 -2.34730
H -0.38509 -2.74916 -1.91418
C 2.69754 0.45549 2.40692
C 1.34599 0.89434 1.83117
C 0.15100 0.89718 2.82747
H 2.72730 -0.60790 2.62976
H 3.03816 1.03526 3.26551
H 3.43301 0.62402 1.63794
H 1.49127 1.89745 1.43341
H 1.12364 0.17963 1.03788
H -0.44473 1.74836 2.52253
H -0.39833 -0.03497 2.71299
H 0.49573 0.98354 3.85630
*
```

---

Computed, not measured: a gas-phase ion, C6H9N4 (charge +1) in a non-equilibrium geometry, with ωB97M-V/def2-TZVPD.

## Properties
Frontier orbital gap: 0.417 hartree
LUMO energy: -3.91 eV
ΔE to the lowest compared entry with this formula, charge and spin: 77.11 kcal/mol
Highest occupied orbital energy: -15.26 eV
E_tot: -452.72557 a.u.

ORCA input file:
```
! RIJCOSX wB97M-V def2-TZVPD def2/J DEFGRID3
* xyz 1 1
C -0.88739 -2.18509 -0.43964
N -0.28056 -0.81503 -0.42466
C 0.24676 -0.44166 -1.72912
C -0.03948 -0.04034 0.59495
N -0.54396 -0.14251 1.78691
C 0.95740 1.31804 0.37183
C 0.23393 2.32296 -0.33235
N -0.50039 3.00598 -0.87251
C 1.38291 1.92355 1.68563
N 1.49532 2.30969 2.74856
H -0.09115 -2.85329 -0.92405
H -1.25924 -2.37869 0.65278
H -1.84952 -2.17899 -1.10372
H 0.42106 -1.33452 -2.38048
H -0.58190 0.14877 -2.24419
H 1.10118 0.30583 -1.67429
H -0.31878 0.65082 2.40360
H -1.38548 -0.63236 2.01217
H 1.89928 1.01683 -0.13141
*
```

---

Computed, not measured: 6 unconnected molecules or ions with the total composition C27H42N6O3, with ωB97M-V/def2-TZVPD.

## Properties
Frontier orbital gap: 0.388 hartree
LUMO energy: 0.27 eV
ΔE to the lowest compared entry with this formula, charge and spin: 0.00 kcal/mol
Highest occupied orbital energy: -10.29 eV
E_tot: -1608.14895 a.u.

ORCA input file:
```
! RIJCOSX wB97M-V def2-TZVPD def2/J DEFGRID3
* xyz 0 1
H -2.87951 -0.02448 -1.97920
N -3.25589 0.88224 -1.68925
C -3.24970 0.95770 -0.42643
C -2.69985 -0.16765 0.43962
C -1.19624 -0.32314 0.33471
O -0.69787 -1.26721 -0.65207
C 0.67261 -1.08510 -0.59769
O 1.43578 -1.92196 -0.95337
O 0.96397 0.12723 -0.07588
C -0.32155 0.84206 -0.05624
C -0.37382 2.05179 0.74110
C -0.48087 3.14081 1.22787
H -3.63463 1.84582 0.07084
H -3.14800 -1.10069 0.08789
H -2.94649 -0.07004 1.49609
H -0.78721 -0.70934 1.27529
H -0.45809 1.09786 -1.11033
H -0.60939 4.10537 1.66521
C 0.98427 -2.43412 -6.07833
C 1.17342 -2.38163 -4.56654
C -0.12054 -2.65439 -3.79210
C -1.15212 -1.66093 -4.10992
N -1.95894 -0.88155 -4.35870
H 0.28697 -1.66742 -6.41873
H 1.93243 -2.26590 -6.58896
H 0.60041 -3.40667 -6.39262
H 1.56504 -1.40312 -4.28203
H 1.91709 -3.12149 -4.26554
H 0.06478 -2.62460 -2.71824
H -0.51152 -3.64365 -4.03708
C 1.79032 7.48110 -1.31876
C 1.55403 5.97602 -1.31622
C 0.10424 5.59579 -1.64544
C -0.82583 6.15645 -0.66127
N -1.52731 6.57441 0.14626
H 1.19117 7.97909 -0.55525
H 2.83645 7.70185 -1.10957
H 1.53848 7.91679 -2.28789
H 1.82392 5.56973 -0.33909
H 2.20917 5.50282 -2.04950
H -0.01607 4.51153 -1.64486
H -0.17686 5.96298 -2.63369
C 2.41308 -4.78308 -0.44737
C 3.00892 -6.09204 -0.95146
C 1.97913 -7.22725 -0.99978
C 1.42471 -7.49890 0.33042
N 0.99939 -7.71080 1.37543
H 2.05258 -4.88663 0.57775
H 3.15894 -3.99065 -0.45489
H 1.58011 -4.46060 -1.07066
H 3.84274 -6.38537 -0.31073
H 3.41365 -5.94868 -1.95510
H 2.43313 -8.14441 -1.37618
H 1.15497 -6.96429 -1.66505
C 2.14172 6.22777 5.28261
C 1.44784 5.28703 4.30480
C 2.43354 4.49508 3.43652
C 3.25469 5.39500 2.62045
N 3.88264 6.11719 1.98633
H 2.72558 6.98539 4.75856
H 1.40824 6.74662 5.89926
H 2.81257 5.67892 5.94631
H 0.77903 5.86271 3.66103
H 0.82890 4.57861 4.85866
H 1.89632 3.82384 2.76485
H 3.09104 3.88800 4.06043
C -3.36420 -4.15213 1.22595
C -3.02270 -3.97995 2.70138
C -4.20354 -4.29194 3.62648
C -5.32916 -3.39133 3.35791
N -6.19287 -2.66523 3.14711
H -4.15645 -3.46897 0.91413
H -2.48882 -3.94613 0.60799
H -3.69086 -5.17154 1.01451
H -2.68623 -2.95622 2.88236
H -2.19222 -4.63891 2.95964
H -3.91397 -4.17502 4.67098
H -4.53872 -5.32043 3.48529
*
```

---

Computed, not measured: 2 unconnected molecules or ions with the total composition HNO4P in a non-equilibrium geometry, with ωB97M-V/def2-TZVPD.

## Properties
Frontier orbital gap: 0.271 hartree
LUMO energy: -7.10 eV
ΔE to the lowest compared entry with this formula, charge and spin: 4.67 kcal/mol
Highest occupied orbital energy: -14.47 eV
E_tot: -697.26415 a.u.

ORCA input file:
```
! RIJCOSX wB97M-V def2-TZVPD def2/J DEFGRID3
* xyz 1 1
N -1.58824 -0.33895 -1.66928
O -1.86855 -1.17123 -0.96045
O -1.43081 0.39454 -2.47109
O 0.61813 0.24132 -0.43733
O 1.16174 0.17476 2.00073
P 1.73096 0.34923 0.55071
H 1.37677 0.35034 2.98672
*
```

---

Computed, not measured: 6 unconnected molecules or ions with the total composition C32H46BF15O16 in a non-equilibrium geometry, with ωB97M-V/def2-TZVPD.

## Properties
Frontier orbital gap: 0.378 hartree
LUMO energy: 0.22 eV
ΔE to the lowest compared entry with this formula, charge and spin: 0.00 kcal/mol
Highest occupied orbital energy: -10.07 eV
E_tot: -3973.77300 a.u.

ORCA input file:
```
! RIJCOSX wB97M-V def2-TZVPD def2/J DEFGRID3
* xyz 0 1
C -4.11682 3.26505 -3.24036
B -2.66174 3.83361 -3.46599
O -1.97575 3.52792 -4.62094
C -2.05220 4.77988 -2.36133
C -1.38568 4.18435 -1.09424
C -0.54475 2.94292 -1.19206
O -1.38219 1.81772 -1.47750
C -0.66112 0.74234 -1.95573
C -0.31840 0.75608 -3.42129
O -0.31945 -0.15426 -1.20899
O -0.62912 5.25135 -0.56046
C -0.83661 6.40276 -1.31222
O -0.85855 7.51811 -0.84569
C -1.08060 5.89921 -2.75138
C -1.79926 7.03140 -3.49430
C 0.18488 5.47682 -3.51619
C 1.48567 6.20840 -3.16583
C 2.17690 5.71948 -1.90418
O 1.35626 7.61426 -3.10757
H -4.83842 4.06949 -3.11611
H -4.45854 2.61651 -4.03976
H -4.10781 2.73438 -2.28759
H -2.09238 2.58298 -4.74970
H -2.90310 5.32582 -1.94605
H -2.21295 3.95332 -0.42412
H -0.09170 2.78346 -0.21321
H 0.27877 3.01165 -1.89762
H 0.39848 1.55446 -3.59847
H -1.20540 0.96969 -4.00076
H 0.13759 -0.18007 -3.69749
H -2.84511 7.07790 -3.20904
H -1.35262 7.99601 -3.27924
H -1.76768 6.88729 -4.57023
H 0.36487 4.41723 -3.37033
H 0.01009 5.59504 -4.58018
H 2.17767 5.98442 -3.98420
H 3.25214 5.80647 -1.98422
H 1.87980 4.70921 -1.65841
H 1.86641 6.34811 -1.07210
H 0.74381 7.91153 -3.78097
C -0.95250 -0.82108 1.56008
C -0.33244 -0.27914 2.82890
O -1.33099 0.14004 3.78955
C -1.94077 -0.82116 4.45469
O -1.74426 -1.99590 4.36091
C -2.95304 -0.20726 5.43548
F -3.73034 0.69654 4.83899
F -2.29981 0.40207 6.43538
F -3.73651 -1.13847 5.96064
H -1.62918 -0.08904 1.12439
H -0.18294 -1.06218 0.84247
H -1.53106 -1.72352 1.76066
H 0.24716 0.61539 2.61083
H 0.34079 -1.00105 3.29220
C 1.03058 0.60121 6.81708
C 1.32688 -0.85559 6.53525
O 2.73465 -1.08945 6.32313
C 3.49344 -1.10453 7.40650
O 3.13740 -0.95599 8.53460
C 4.94983 -1.38820 7.00609
F 5.34436 -0.60095 6.00262
F 5.07767 -2.66236 6.60124
F 5.77260 -1.19566 8.02445
H 1.41790 1.23094 6.01480
H -0.04131 0.75593 6.90209
H 1.49838 0.93047 7.74348
H 0.84204 -1.16614 5.61177
H 0.96138 -1.50502 7.32997
C 0.65431 -0.08486 -9.46887
C 0.58260 1.38522 -9.11691
O -0.76854 1.80098 -8.82687
C -1.24564 1.45347 -7.64860
O -0.67671 0.84199 -6.79265
C -2.67503 1.99040 -7.48593
F -3.43811 1.69676 -8.53789
F -2.64989 3.31160 -7.33398
F -3.25157 1.45953 -6.40492
H -0.01508 -0.30916 -10.29972
H 1.67120 -0.35440 -9.75044
H 0.35436 -0.70929 -8.62901
H 0.89338 1.99010 -9.96501
H 1.23139 1.63500 -8.27820
C -3.92132 -5.01352 3.29730
C -2.82831 -5.84895 2.66899
O -3.30654 -6.58806 1.52637
C -3.47396 -5.89330 0.41442
O -3.26272 -4.72898 0.25776
C -3.96324 -6.82508 -0.70651
F -4.99146 -7.57347 -0.29983
F -2.97833 -7.64570 -1.08760
F -4.35226 -6.12531 -1.76343
H -4.77551 -5.63774 3.56264
H -3.54921 -4.51938 4.19393
H -4.27940 -4.24861 2.61000
H -2.47769 -6.59929 3.37342
H -1.97019 -5.24225 2.38175
C 4.85683 -5.64759 5.90051
C 5.16712 -5.22960 4.48018
O 5.95856 -6.21752 3.78977
C 5.31285 -7.29428 3.37498
O 4.14924 -7.52556 3.50384
C 6.28920 -8.23096 2.64453
F 7.39811 -8.42833 3.36145
F 6.64452 -7.70051 1.46895
F 5.72777 -9.40930 2.41544
H 5.77785 -5.86316 6.44333
H 4.31903 -4.85804 6.41652
H 4.24672 -6.54930 5.92607
H 5.76913 -4.32429 4.48042
H 4.26123 -5.02137 3.91159
*
```

---

Computed, not measured: 2 unconnected molecules or ions with the total composition C4H12N2O2 in a non-equilibrium geometry, with ωB97M-V/def2-TZVPD.

## Properties
Frontier orbital gap: 0.331 hartree
LUMO energy: 0.34 eV
ΔE to the lowest compared entry with this formula, charge and spin: 38.74 kcal/mol
Highest occupied orbital energy: -8.67 eV
E_tot: -419.58674 a.u.

ORCA input file:
```
! RIJCOSX wB97M-V def2-TZVPD def2/J DEFGRID3
* xyz 0 1
C -1.43407 1.40098 1.39607
C -0.10080 1.17725 0.63803
C 0.78247 0.20925 1.46200
N -0.39829 0.71329 -0.72948
H -2.11046 2.11864 0.88596
H -1.98169 0.44858 1.48147
H -1.31149 1.80859 2.41612
H 0.41913 2.15105 0.56116
H 0.43242 -0.83916 1.34694
H 0.81865 0.49881 2.52768
H 1.84988 0.22279 1.13142
H -1.09498 -0.08018 -0.78288
H -0.65321 1.45492 -1.31414
H 0.48888 0.15188 -1.10620
N 1.33079 -1.28630 -1.31536
C 0.02628 -2.13878 -1.80491
O 0.27820 -3.12575 -2.58958
O -1.05153 -1.72324 -1.29923
H 1.86965 -1.90688 -0.69277
H 1.84018 -1.25573 -2.21231
*
```

---

Number 4 is which compound? C6H9N4

---

E_tot of number 2 (C20H28Cl45N4O4S2)? -22803.86939 a.u.